308
Properties=species:S:1:pos:R:3 method="wB97M-V/def2-TZVPD" gap_ev=7.5666 e_tot_ev=-202475.4461 lumo_energy_ev=0.0 homo_ev=-7.52 molar_mass_da=1767.83 max_force_ev_per_a=3.695
Zn -0.197 3.596 2.584
C -4.180 4.725 3.183
C -3.221 3.802 3.983
O -1.843 3.907 3.707
H -4.199 4.477 2.122
H -3.811 5.744 3.300
H -5.150 4.589 3.662
H -3.658 2.808 3.894
H -3.348 3.989 5.049
C -1.275 0.729 0.419
C 0.276 1.070 0.613
C 0.765 1.701 -0.700
O 0.555 1.888 1.743
H -1.741 1.666 0.114
H -1.641 0.397 1.390
H -1.389 -0.061 -0.323
H 0.826 0.130 0.650
H 0.224 2.560 -1.096
H 0.738 1.013 -1.546
H 1.795 2.004 -0.514
C 4.670 5.056 -0.910
O 4.308 4.144 0.111
C 4.793 2.862 -0.170
C 4.505 2.003 1.083
N 5.248 0.742 1.319
C 5.208 -0.150 0.172
C 6.084 -1.396 0.419
O 7.437 -1.058 0.212
C 8.377 -2.037 -0.004
H 5.686 5.449 -0.866
H 3.964 5.865 -0.724
H 4.408 4.869 -1.952
H 5.871 2.961 -0.297
H 4.409 2.420 -1.088
H 3.447 1.770 0.968
H 4.448 2.659 1.952
H 4.934 0.249 2.142
H 5.578 0.268 -0.764
H 4.153 -0.377 0.018
H 5.840 -2.289 -0.156
H 6.070 -1.669 1.475
H 9.352 -1.692 -0.347
H 8.022 -2.846 -0.643
H 8.529 -2.646 0.887
C 1.488 8.384 -1.147
O 1.526 7.029 -1.531
C 1.290 6.850 -2.943
C 1.549 5.370 -3.292
N 1.015 5.043 -4.600
C 1.687 5.743 -5.656
C 1.188 5.286 -7.049
O 1.573 3.962 -7.287
C 2.881 3.765 -7.817
H 2.352 8.932 -1.522
H 1.550 8.506 -0.065
H 0.639 8.993 -1.461
H 1.932 7.505 -3.533
H 0.259 7.095 -3.197
H 1.178 4.720 -2.499
H 2.632 5.268 -3.354
H 0.989 4.045 -4.752
H 2.771 5.636 -5.641
H 1.538 6.822 -5.604
H 1.435 5.966 -7.864
H 0.104 5.182 -7.097
H 3.001 4.248 -8.787
H 3.056 2.689 -7.792
H 3.581 4.289 -7.166
C -1.224 -0.919 3.953
O -1.438 -2.219 3.405
C -1.145 -2.378 2.017
C -1.393 -3.849 1.570
N -2.785 -4.155 1.754
C -3.148 -5.503 1.561
C -4.674 -5.783 1.902
O -5.092 -5.660 3.290
C -4.637 -6.728 4.123
H -1.402 -0.915 5.028
H -1.764 -0.101 3.476
H -0.162 -0.706 3.830
H -0.097 -2.130 1.850
H -1.832 -1.720 1.485
H -0.722 -4.440 2.194
H -0.972 -3.950 0.570
H -3.196 -3.741 2.579
H -2.507 -6.171 2.136
H -2.859 -5.705 0.530
H -4.940 -6.765 1.513
H -5.234 -5.034 1.342
H -3.580 -6.963 3.993
H -5.137 -7.654 3.839
H -4.810 -6.588 5.190
C -2.498 -6.937 -8.077
O -1.967 -6.647 -6.826
C -1.079 -5.537 -6.772
C -0.501 -5.266 -5.382
N -1.436 -4.427 -4.587
C -0.929 -4.033 -3.304
C -0.633 -5.254 -2.414
O -1.657 -6.284 -2.482
C -1.175 -7.496 -2.089
H -1.818 -7.108 -8.912
H -3.193 -6.145 -8.356
H -3.032 -7.886 -8.046
H -1.632 -4.699 -7.195
H -0.229 -5.684 -7.438
H 0.456 -4.744 -5.411
H -0.305 -6.208 -4.870
H -2.278 -4.941 -4.371
H -1.615 -3.318 -2.848
H -0.052 -3.425 -3.530
H -0.476 -5.101 -1.347
H 0.334 -5.589 -2.790
H -0.269 -7.819 -2.601
H -1.956 -8.206 -2.361
H -1.011 -7.693 -1.030
C 4.178 -11.440 -3.915
O 3.825 -10.756 -2.698
C 2.519 -10.809 -2.354
C 2.324 -10.094 -1.005
N 2.482 -8.648 -1.179
C 2.317 -7.877 0.125
C 2.649 -6.382 0.050
O 2.717 -5.841 1.399
C 2.978 -4.456 1.605
H 3.625 -10.963 -4.724
H 3.889 -12.488 -3.838
H 5.253 -11.330 -4.057
H 2.226 -11.848 -2.196
H 1.950 -10.264 -3.107
H 2.980 -10.540 -0.258
H 1.375 -10.289 -0.505
H 3.327 -8.381 -1.663
H 2.859 -8.311 0.966
H 1.309 -8.135 0.449
H 1.944 -6.004 -0.690
H 3.587 -6.364 -0.505
H 2.438 -3.876 0.857
H 4.036 -4.326 1.377
H 2.809 -4.067 2.609
C -4.765 -3.151 -1.827
O -5.339 -1.891 -1.737
C -4.563 -0.764 -2.028
C -5.340 0.560 -1.742
N -5.782 0.630 -0.324
C -4.727 0.883 0.663
C -5.236 0.587 2.050
O -5.961 -0.633 2.214
C -5.085 -1.748 2.031
H -4.007 -3.296 -1.057
H -4.319 -3.329 -2.806
H -5.579 -3.862 -1.689
H -4.283 -0.795 -3.081
H -3.665 -0.834 -1.414
H -6.203 0.692 -2.395
H -4.686 1.427 -1.836
H -6.165 -0.244 0.006
H -4.174 1.814 0.538
H -4.017 0.058 0.623
H -5.961 1.354 2.324
H -4.497 0.765 2.832
H -4.989 -2.020 0.980
H -5.473 -2.589 2.606
H -4.068 -1.730 2.423
C -5.177 10.537 4.479
O -5.646 10.419 3.139
C -7.102 10.015 3.187
C -7.306 9.243 1.892
N -6.579 7.959 1.939
C -6.787 7.329 0.659
C -6.059 6.007 0.531
O -6.383 5.372 -0.729
C -6.095 3.983 -0.791
H -5.241 9.659 5.122
H -5.643 11.431 4.893
H -4.108 10.727 4.387
H -7.563 11.001 3.247
H -7.357 9.442 4.078
H -6.951 9.828 1.044
H -8.347 9.155 1.581
H -5.604 8.195 2.061
H -6.408 7.914 -0.179
H -7.861 7.147 0.617
H -6.242 5.355 1.385
H -4.980 6.166 0.513
H -5.042 3.701 -0.786
H -6.465 3.533 -1.713
H -6.569 3.396 -0.004
C 1.048 -3.403 5.779
O 1.562 -3.086 7.101
C 1.829 -1.698 7.185
C 0.784 -1.135 8.107
N -0.336 -0.601 7.277
C -1.373 0.016 8.045
C -2.599 0.348 7.222
O -3.194 -0.752 6.688
C -4.312 -0.622 5.833
H 1.950 -3.574 5.192
H 0.421 -2.642 5.314
H 0.492 -4.341 5.803
H 1.947 -1.133 6.261
H 2.811 -1.683 7.658
H 1.218 -0.239 8.551
H 0.656 -1.849 8.920
H -0.728 -1.291 6.652
H -0.936 0.887 8.533
H -1.688 -0.671 8.830
H -2.324 0.975 6.373
H -3.313 0.962 7.771
H -3.924 -0.089 4.966
H -5.049 0.057 6.261
H -4.848 -1.541 5.596
C -2.147 -1.021 -5.263
O -2.294 0.370 -5.068
C -1.604 0.907 -3.945
C -1.597 2.459 -3.960
N -2.889 3.038 -3.897
C -2.840 4.454 -4.217
C -4.165 5.125 -4.020
O -4.075 6.442 -4.576
C -5.282 7.247 -4.593
H -3.003 -1.329 -5.863
H -2.031 -1.599 -4.347
H -1.223 -1.004 -5.841
H -0.583 0.525 -3.951
H -2.153 0.619 -3.048
H -1.133 2.794 -4.888
H -1.022 2.712 -3.069
H -3.398 2.709 -4.705
H -2.544 4.651 -5.248
H -2.074 5.027 -3.695
H -4.548 5.218 -3.004
H -4.983 4.563 -4.470
H -6.027 6.611 -5.070
H -5.056 8.137 -5.180
H -5.617 7.582 -3.611
C 3.462 2.556 -4.462
O 3.815 1.169 -4.495
C 5.153 0.782 -4.060
C 5.233 -0.774 -3.933
N 4.101 -1.347 -3.219
C 3.978 -2.783 -3.343
C 3.298 -3.527 -2.164
O 1.899 -3.384 -1.840
C 1.632 -2.133 -1.225
H 3.629 2.875 -3.434
H 2.425 2.749 -4.739
H 4.082 3.199 -5.087
H 5.470 1.435 -3.247
H 5.800 1.048 -4.896
H 6.205 -0.975 -3.483
H 5.163 -1.245 -4.913
H 3.227 -0.904 -3.464
H 4.957 -3.243 -3.478
H 3.350 -3.077 -4.183
H 3.949 -3.451 -1.294
H 3.255 -4.591 -2.399
H 0.627 -1.976 -0.835
H 1.793 -1.333 -1.947
H 2.291 -1.859 -0.401
C 2.669 -0.872 3.109
O 4.122 -1.063 3.150
C 4.667 -1.336 4.431
C 6.150 -1.839 4.373
N 6.189 -3.187 3.795
C 7.548 -3.519 3.296
C 7.528 -4.800 2.489
O 6.514 -4.731 1.488
C 6.688 -5.708 0.485
H 2.061 -1.646 3.579
H 2.273 -0.596 2.132
H 2.588 0.093 3.611
H 4.068 -2.039 5.010
H 4.710 -0.424 5.027
H 6.587 -1.787 5.370
H 6.741 -1.127 3.797
H 5.647 -3.361 2.961
H 8.223 -3.678 4.136
H 7.842 -2.643 2.719
H 7.320 -5.570 3.232
H 8.511 -4.954 2.045
H 6.340 -6.689 0.808
H 7.690 -5.878 0.091
H 6.047 -5.413 -0.345
C -2.414 4.232 0.099
O -1.064 4.265 0.716
C -0.202 5.314 0.283
C 1.209 5.196 0.914
N 1.148 5.108 2.408
C 2.359 4.503 2.923
C 2.083 3.984 4.340
O 0.839 3.236 4.353
C 0.725 2.253 5.361
H -2.838 5.224 0.250
H -3.003 3.515 0.670
H -2.321 3.989 -0.960
H -0.690 6.254 0.541
H -0.136 5.204 -0.800
H 1.799 6.097 0.742
H 1.713 4.328 0.491
H 1.159 6.012 2.858
H 3.228 5.160 2.895
H 2.772 3.645 2.393
H 1.940 4.758 5.094
H 2.886 3.336 4.691
H -0.159 1.634 5.208
H 0.483 2.674 6.337
H 1.592 1.594 5.402